1.
Here is a molecular structure, C33H78F12KN6O7PS2 from the OMol25 dataset. Energies are from the ωB97M-V functional and the def2-TZVPD basis.

```
140
Properties=species:S:1:pos:R:3
K 16.818 8.019 -6.455
P 15.761 11.820 -7.513
F 15.601 10.181 -7.392
F 14.829 11.976 -6.192
F 17.073 11.721 -6.534
F 15.931 13.413 -7.606
F 16.713 11.600 -8.808
F 14.472 11.881 -8.446
C 18.290 13.614 -3.820
N 17.140 13.590 -2.885
C 15.989 14.339 -3.447
C 16.681 12.171 -2.665
C 17.479 14.285 -1.592
C 18.583 13.702 -0.767
O 18.278 12.367 -0.275
H 19.208 13.339 -3.318
H 18.325 14.682 -4.050
H 18.033 13.088 -4.729
H 15.975 14.088 -4.514
H 16.165 15.402 -3.345
H 15.041 13.945 -3.096
H 15.791 12.119 -2.051
H 17.410 11.456 -2.297
H 16.535 11.911 -3.723
H 16.576 14.466 -1.018
H 17.919 15.230 -1.932
H 18.702 14.304 0.153
H 19.614 13.818 -1.136
H 19.130 12.000 -0.001
C 21.706 12.425 -9.783
N 20.262 12.159 -9.497
C 19.658 11.549 -10.709
C 20.197 11.172 -8.371
C 19.523 13.413 -9.162
C 19.789 14.064 -7.831
O 21.125 14.635 -7.896
H 22.291 12.518 -8.876
H 21.762 13.298 -10.428
H 22.099 11.602 -10.377
H 19.484 12.322 -11.459
H 18.680 11.171 -10.425
H 20.319 10.817 -11.156
H 20.651 11.690 -7.529
H 20.772 10.306 -8.678
H 19.169 10.952 -8.068
H 18.458 13.270 -9.333
H 19.910 14.099 -9.919
H 19.783 13.340 -7.008
H 19.133 14.933 -7.735
H 21.196 15.369 -7.279
C 7.079 9.086 -4.990
N 7.311 9.480 -3.565
C 6.486 10.652 -3.163
C 6.971 8.295 -2.685
C 8.758 9.745 -3.220
C 9.527 10.559 -4.251
O 9.087 11.885 -4.018
H 6.071 8.747 -5.177
H 7.869 8.368 -5.202
H 7.335 9.994 -5.536
H 5.431 10.407 -3.137
H 6.704 11.507 -3.801
H 6.897 10.979 -2.210
H 5.922 8.066 -2.833
H 7.125 8.631 -1.659
H 7.697 7.511 -2.852
H 9.335 8.823 -3.074
H 8.722 10.193 -2.232
H 9.385 10.259 -5.293
H 10.595 10.476 -4.002
H 9.206 12.455 -4.849
C 11.814 12.479 -9.679
C 12.184 11.734 -10.956
C 11.426 10.476 -11.280
N 11.764 9.379 -10.287
C 11.400 9.711 -8.879
C 11.112 8.094 -10.690
C 12.113 6.940 -10.394
C 13.412 7.632 -10.024
C 13.289 9.116 -10.367
H 12.097 13.523 -9.798
H 12.307 12.060 -8.812
H 10.739 12.565 -9.505
H 13.266 11.531 -11.044
H 12.188 12.385 -11.839
H 11.677 10.084 -12.263
H 10.350 10.647 -11.231
H 11.278 8.748 -8.384
H 10.406 10.162 -8.847
H 12.087 10.401 -8.412
H 10.172 7.979 -10.151
H 10.828 8.074 -11.740
H 11.714 6.334 -9.583
H 12.131 6.327 -11.291
H 13.762 7.426 -9.005
H 14.290 7.318 -10.604
H 13.734 9.768 -9.621
H 13.640 9.412 -11.350
C 13.473 19.292 -7.773
C 14.316 18.235 -8.482
C 13.715 17.845 -9.819
N 14.517 16.759 -10.494
C 15.832 17.282 -10.900
C 13.680 16.312 -11.702
C 14.163 14.917 -12.041
C 14.923 14.396 -10.804
C 14.666 15.487 -9.746
H 12.479 18.958 -7.472
H 13.334 20.181 -8.391
H 13.981 19.581 -6.853
H 14.324 17.343 -7.844
H 15.376 18.501 -8.443
H 13.676 18.686 -10.507
H 12.722 17.464 -9.589
H 16.355 17.720 -10.062
H 15.699 18.033 -11.678
H 16.376 16.483 -11.400
H 13.823 17.063 -12.479
H 12.656 16.448 -11.367
H 14.785 14.921 -12.931
H 13.276 14.312 -12.226
H 15.988 14.270 -11.011
H 14.576 13.429 -10.455
H 15.521 15.488 -9.074
H 13.760 15.249 -9.192
C 11.563 14.170 -4.418
F 10.743 14.245 -3.376
F 12.665 14.924 -4.184
F 11.984 12.870 -4.585
S 10.799 14.729 -6.017
O 10.518 16.106 -5.761
O 11.784 14.446 -7.033
N 9.513 13.597 -6.160
S 8.313 14.508 -6.567
O 7.732 15.182 -5.440
O 8.463 15.316 -7.750
C 7.094 13.181 -7.118
F 7.450 12.662 -8.302
F 7.018 12.158 -6.200
F 5.885 13.739 -7.163
```

Results
HOMO-LUMO gap = 6.55 eV
Multiplicity = 1
Net charge = +4


2.
Here is 11 unconnected molecules or ions with the total composition C33H78F6N10O9P from the OMol25 dataset. Energies are from the ωB97M-V functional and the def2-TZVPD basis.

```
137
Properties=species:S:1:pos:R:3
P -19.109 -21.744 -6.916
F -20.658 -22.005 -7.436
F -18.648 -23.164 -7.655
F -18.785 -20.955 -8.325
F -17.533 -21.539 -6.561
F -19.455 -20.338 -6.146
F -19.364 -22.578 -5.545
C -22.481 -24.537 -3.806
C -21.093 -24.137 -3.205
N -20.837 -24.467 -1.810
C -21.038 -25.904 -1.410
C -19.969 -26.766 -1.942
C -21.632 -23.582 -0.973
C -20.916 -23.314 0.358
H -22.698 -23.976 -4.715
H -23.346 -24.374 -3.163
H -22.453 -25.600 -4.049
H -20.394 -24.651 -3.866
H -20.875 -23.076 -3.322
H -20.982 -26.079 -0.336
H -22.013 -26.185 -1.809
H -20.242 -27.783 -1.659
H -19.862 -26.667 -3.022
H -19.016 -26.546 -1.463
H -22.570 -23.993 -0.600
H -21.942 -22.672 -1.487
H -20.619 -24.238 0.853
H -21.516 -22.702 1.032
H -20.034 -22.732 0.091
C -17.437 -24.150 -0.664
O -16.851 -24.370 0.379
N -16.790 -24.147 -1.855
C -17.537 -23.862 -3.110
C -15.406 -24.564 -2.059
H -18.495 -23.902 -0.841
H -17.564 -24.687 -3.822
H -16.983 -23.096 -3.653
H -18.540 -23.451 -3.000
H -14.890 -24.809 -1.131
H -15.358 -25.479 -2.650
H -14.879 -23.770 -2.588
C -16.958 -19.414 -10.390
O -16.612 -20.167 -11.271
N -16.110 -18.777 -9.593
C -16.664 -18.061 -8.450
C -14.630 -18.897 -9.555
H -17.991 -19.347 -10.015
H -15.970 -17.279 -8.141
H -16.746 -18.697 -7.569
H -17.573 -17.527 -8.727
H -14.267 -17.895 -9.786
H -14.318 -19.163 -8.545
H -14.156 -19.456 -10.362
C -15.812 -23.240 -8.994
O -15.646 -22.854 -10.171
N -15.337 -24.365 -8.514
C -15.725 -24.838 -7.165
C -14.427 -25.275 -9.197
H -16.287 -22.555 -8.275
H -16.436 -25.664 -7.191
H -16.250 -24.105 -6.553
H -14.880 -25.274 -6.631
H -13.552 -25.549 -8.608
H -14.991 -26.044 -9.724
H -13.982 -24.784 -10.063
C -19.263 -22.260 -11.381
O -18.123 -22.418 -11.878
N -20.385 -22.297 -12.132
C -21.689 -22.298 -11.512
C -20.309 -22.720 -13.511
H -19.400 -22.001 -10.320
H -21.684 -21.972 -10.472
H -22.223 -23.228 -11.704
H -22.251 -21.470 -11.946
H -20.900 -22.031 -14.114
H -19.293 -22.740 -13.904
H -20.664 -23.750 -13.558
C -18.554 -20.060 -2.880
O -17.397 -19.753 -2.462
N -19.676 -19.585 -2.338
C -20.994 -20.015 -2.874
C -19.650 -18.798 -1.182
H -18.626 -20.671 -3.793
H -21.608 -19.165 -3.171
H -21.557 -20.467 -2.057
H -20.901 -20.705 -3.712
H -18.659 -18.538 -0.811
H -20.218 -17.875 -1.299
H -20.076 -19.269 -0.296
C -18.241 -15.202 -5.158
O -19.051 -15.107 -6.077
N -17.834 -16.389 -4.581
C -17.097 -16.408 -3.329
C -18.176 -17.681 -5.158
H -17.894 -14.323 -4.593
H -16.580 -15.526 -2.949
H -16.260 -17.098 -3.433
H -17.691 -16.787 -2.497
H -17.314 -18.347 -5.176
H -18.933 -18.245 -4.613
H -18.386 -17.532 -6.217
C -21.544 -18.537 -11.031
O -20.316 -18.772 -11.095
N -22.240 -18.516 -9.841
C -23.639 -18.113 -9.857
C -21.694 -18.774 -8.527
H -22.198 -18.331 -11.893
H -24.354 -18.910 -9.654
H -23.988 -17.638 -10.774
H -23.824 -17.384 -9.068
H -22.038 -19.693 -8.051
H -20.604 -18.779 -8.496
H -22.010 -17.986 -7.843
C -15.049 -21.498 -4.409
O -15.094 -22.510 -5.108
N -14.150 -20.512 -4.584
C -14.185 -19.313 -3.757
C -13.195 -20.390 -5.658
H -15.717 -21.359 -3.545
H -14.219 -18.471 -4.448
H -13.304 -19.154 -3.136
H -15.038 -19.339 -3.078
H -13.184 -21.369 -6.137
H -13.451 -19.568 -6.326
H -12.171 -20.228 -5.319
C -21.471 -25.485 -8.848
O -22.059 -25.838 -9.866
N -20.614 -26.253 -8.091
C -19.904 -25.743 -6.935
C -20.314 -27.651 -8.527
H -21.542 -24.532 -8.300
H -20.016 -26.426 -6.093
H -20.390 -24.876 -6.488
H -18.817 -25.681 -6.984
H -19.235 -27.756 -8.417
H -20.838 -28.344 -7.869
H -20.625 -27.830 -9.556
```

Results
HOMO-LUMO gap (alpha / beta) = 8.77 / 3.91 eV
Multiplicity = 2
Net charge = 0
Relative energy (zero: lowest compared OMol25 entry of this formula, charge and spin) = 0.0 kcal/mol


3.
Here is 4 unconnected molecules or ions with the total composition C33H79BN7O6 from the OMol25 dataset. Energies are from the ωB97M-V functional and the def2-TZVPD basis.

```
126
Properties=species:S:1:pos:R:3
C -2.304 -1.367 -2.358
C -1.296 -0.550 -3.196
C 0.145 -0.903 -2.845
C 1.154 0.133 -3.351
C 1.589 -0.196 -4.796
C 1.542 0.962 -5.791
C 0.309 1.851 -5.643
C 0.703 3.183 -4.993
C -0.503 4.087 -4.774
C -1.122 3.883 -3.401
C -0.255 4.433 -2.268
C -0.912 4.156 -0.924
C -0.407 2.885 -0.265
C -1.423 2.260 0.684
C -2.183 1.122 -0.003
C -3.404 1.572 -0.754
N -4.250 2.636 -0.113
C -5.341 2.530 -1.005
N -5.813 3.498 -1.680
C -6.915 3.353 -2.655
C -6.373 2.889 -4.005
C -6.139 4.031 -4.993
N -7.312 4.842 -5.302
N -5.719 1.228 -1.007
C -4.442 0.506 -1.164
O -4.116 0.157 -2.496
B -4.834 -0.922 -2.979
O -6.108 -0.670 -3.391
O -4.323 -2.189 -2.972
H -1.779 -1.899 -1.578
H -2.996 -0.709 -1.849
H -2.884 -2.040 -2.972
H -1.443 0.499 -2.957
H -1.444 -0.754 -4.249
H 0.245 -0.954 -1.766
H 0.414 -1.878 -3.232
H 0.768 1.138 -3.239
H 2.013 0.059 -2.697
H 1.046 -1.057 -5.158
H 2.622 -0.519 -4.753
H 2.443 1.558 -5.749
H 1.513 0.517 -6.779
H -0.111 2.128 -6.598
H -0.445 1.393 -5.013
H 1.445 3.663 -5.616
H 1.199 3.011 -4.047
H -1.234 3.858 -5.538
H -0.193 5.123 -4.831
H -1.402 2.847 -3.219
H -2.040 4.470 -3.375
H 0.717 3.957 -2.328
H -0.125 5.490 -2.445
H -0.757 4.995 -0.258
H -1.986 4.111 -1.082
H 0.471 3.126 0.316
H -0.088 2.167 -1.015
H -2.127 3.017 1.007
H -0.933 1.868 1.563
H -1.531 0.694 -0.745
H -2.430 0.353 0.717
H -3.087 1.954 -1.720
H -4.639 2.132 0.685
H -5.383 4.406 -1.548
H -7.397 4.309 -2.746
H -7.603 2.628 -2.255
H -5.428 2.385 -3.829
H -7.024 2.157 -4.463
H -5.771 3.624 -5.922
H -5.372 4.705 -4.627
H -8.115 4.261 -5.502
H -7.530 5.491 -4.561
H -6.453 0.969 -1.660
H -4.447 -0.411 -0.583
H -6.481 -1.455 -3.819
H -4.254 -2.505 -3.888
C 4.630 -4.174 -0.364
C 3.123 -4.005 -0.197
C 2.524 -2.847 -1.008
O 2.780 -1.551 -0.500
C 4.076 -1.042 -0.759
N 2.817 -3.888 1.230
H 5.193 -3.456 0.230
H 4.933 -5.165 -0.029
H 4.930 -4.068 -1.409
H 2.653 -4.921 -0.569
H 1.436 -2.949 -0.982
H 2.822 -2.905 -2.065
H 4.439 -1.348 -1.745
H 4.783 -1.354 0.012
H 4.014 0.046 -0.730
H 1.809 -3.900 1.358
H 3.095 -2.956 1.536
C 1.327 -1.708 3.960
C 2.672 -1.562 4.666
C 2.729 -0.422 5.692
O 2.809 0.881 5.145
C 1.594 1.410 4.656
N 3.730 -1.441 3.660
H 1.197 -0.976 3.163
H 1.255 -2.693 3.498
H 0.496 -1.606 4.661
H 2.846 -2.490 5.220
H 3.645 -0.546 6.273
H 1.891 -0.485 6.401
H 0.744 1.106 5.275
H 1.422 1.115 3.618
H 1.674 2.497 4.682
H 4.635 -1.472 4.122
H 3.682 -0.501 3.275
C 4.381 -5.710 9.255
C 4.692 -4.234 9.480
C 4.285 -3.318 8.316
O 5.119 -3.378 7.175
C 4.918 -4.500 6.334
N 6.111 -4.094 9.819
H 5.114 -6.193 8.611
H 4.399 -6.244 10.205
H 3.391 -5.846 8.813
H 4.109 -3.910 10.347
H 4.356 -2.284 8.666
H 3.236 -3.485 8.029
H 3.861 -4.778 6.280
H 5.512 -5.354 6.664
H 5.259 -4.228 5.336
H 6.298 -3.134 10.095
H 6.647 -4.216 8.964
```

Results
HOMO-LUMO gap = 7.29 eV
Multiplicity = 1
Net charge = +1
Relative energy (zero: lowest compared OMol25 entry of this formula, charge and spin) = 81.6 kcal/mol